The following is a DFT calculation (ωB97M-V with the def2-TZVPD basis set) of a cluster of 7 separate species, C37H63N8O11PS in total at a distorted geometry.

Properties
**Molar mass**: 859.0 g/mol
**Gap between HOMO and LUMO**: 7.2 eV
**E_tot**: -93944.1349 eV

Each line ends with the Löwdin charge.
Atoms and positions in Å:
1 C 0.31313 -0.76153 -4.92245  0.074
2 C -0.05156 -0.28252 -3.73803  -0.094
3 C -0.91121 -0.21853 -2.35254  -0.153
4 C -2.47387 0.11852 -2.58130  -0.384
5 P -2.50836 1.45282 -3.94258  0.970
6 O -1.33440 2.68689 -3.67552  -0.301
7 O -2.45072 0.79198 -5.53500  -0.327
8 C -3.49389 -1.17219 -2.70987  -0.326
9 C -4.72545 -1.07970 -3.74349  -0.079
10 C -6.16224 -0.71886 -3.09972  -0.171
11 C -7.01342 -2.03998 -2.61483  -0.272
12 N -6.60848 -2.54358 -1.26365  -0.028
13 O -2.59819 -2.12584 -3.41965  -0.050
14 C -2.69624 -3.44344 -2.85500  -0.308
15 O -3.71379 -4.20551 -2.93022  0.070
16 C -1.36245 -3.96077 -2.06542  -0.077
17 C -1.17100 -3.86548 -0.50532  -0.023
18 C 0.17052 -4.33780 0.22946  -0.021
19 C 1.33410 -4.90032 -0.71895  -0.062
20 C 1.14576 -5.02560 -2.28129  -0.056
21 C -0.21560 -4.54325 -2.96800  -0.009
22 N -3.74294 -1.48888 -1.26733  0.118
23 C -4.10807 -0.23698 -0.49414  -0.346
24 O -4.86367 -0.10359 0.50842  0.060
25 C -3.29214 0.88105 -1.37030  -0.601
26 S -2.31727 1.76620 -0.05059  0.773
27 C -4.26136 2.08186 -1.90581  -0.191
28 C -4.96415 3.14767 -2.27135  0.085
29 H 0.74634 -1.20100 -5.90395  0.065
30 H -0.82576 -1.21505 -1.74885  0.117
31 H -0.34681 0.56602 -1.70276  0.095
32 H -0.80119 2.85741 -4.50515  0.061
33 H -1.64696 1.14220 -6.00594  0.047
34 H -4.56513 -0.36986 -4.63342  0.107
35 H -4.83766 -2.14449 -4.20896  0.129
36 H -6.14317 0.11249 -2.29871  0.096
37 H -6.80205 -0.28076 -3.97564  0.115
38 H -6.92891 -2.80514 -3.46866  0.109
39 H -8.12446 -1.68288 -2.61536  0.110
40 H -6.41514 -3.56299 -1.40653  0.072
41 H -7.44449 -2.55189 -0.63694  0.072
42 H -1.99320 -3.44666 0.18905  0.093
43 H 0.31906 -4.24452 1.37862  0.079
44 H 2.31521 -5.21105 -0.21534  0.071
45 H 1.96520 -5.43830 -2.96878  0.081
46 H -0.33761 -4.61840 -4.11792  0.106
47 H -2.90043 -1.76156 -0.70331  0.115
48 H -1.74577 0.73716 0.72652  -0.077
49 H -5.19820 4.28271 -2.41228  0.054
50 C -6.02049 7.48423 0.18821  -0.009
51 C -5.77156 6.07063 -0.26134  -0.525
52 O -5.28543 5.81162 -1.35792  -0.016
53 N -6.10118 5.06044 0.58610  0.020
54 C -6.67901 5.15190 1.90822  -0.073
55 H -5.70591 8.17450 -0.59639  0.084
56 H -7.08588 7.63650 0.37525  0.086
57 H -5.44170 7.69898 1.08940  0.086
58 H -5.90306 4.14074 0.21075  0.131
59 H -5.99625 4.67194 2.61276  0.087
60 H -7.62716 4.60974 1.90445  0.086
61 H -6.85119 6.18252 2.21414  0.074
62 C 3.99573 2.57782 -1.70123  -0.009
63 C 3.11132 1.50381 -2.27302  -0.538
64 O 2.50090 0.71437 -1.55826  0.008
65 N 2.99599 1.41935 -3.62803  0.019
66 C 3.62510 2.24422 -4.63537  -0.085
67 H 3.98389 2.51490 -0.61133  0.083
68 H 5.02388 2.43907 -2.04385  0.090
69 H 3.62643 3.56331 -1.99443  0.049
70 H 2.38386 0.67227 -3.93265  0.089
71 H 2.83784 2.71245 -5.23112  0.070
72 H 4.22451 1.59613 -5.28000  0.082
73 H 4.25971 3.01393 -4.20326  0.061
74 C 1.57170 -3.86771 6.17431  -0.005
75 C 1.47429 -3.81986 4.67432  -0.547
76 O 0.64282 -4.47740 4.05362  -0.002
77 N 2.34255 -3.01793 4.00264  0.024
78 C 3.38500 -2.17336 4.54423  -0.086
79 H 0.81442 -4.55008 6.56472  0.082
80 H 2.55568 -4.23502 6.47498  0.084
81 H 1.39196 -2.87522 6.59382  0.076
82 H 2.21468 -3.03958 2.99971  0.133
83 H 3.18333 -1.14561 4.23637  0.078
84 H 4.33777 -2.49502 4.11725  0.063
85 H 3.43694 -2.22393 5.62784  0.056
86 C 5.16515 -5.72268 2.26058  -0.012
87 C 5.72586 -5.37304 3.61199  -0.545
88 O 5.98913 -4.21866 3.92804  0.014
89 N 5.94068 -6.38390 4.49821  0.001
90 C 5.69841 -7.79852 4.32083  -0.079
91 H 5.05089 -4.81230 1.66950  0.084
92 H 5.84722 -6.39353 1.73309  0.085
93 H 4.18297 -6.18848 2.37075  0.085
94 H 6.31804 -6.06861 5.38184  0.141
95 H 4.99396 -8.12326 5.08985  0.084
96 H 6.64472 -8.32680 4.45766  0.082
97 H 5.29318 -8.02853 3.33696  0.076
98 C 2.44457 5.62704 -5.46407  -0.009
99 C 2.62993 5.53711 -3.97378  -0.519
100 O 3.55257 4.90450 -3.46900  -0.011
101 N 1.73706 6.18335 -3.17709  0.014
102 C 0.59182 6.97422 -3.57089  -0.072
103 H 3.23382 5.06133 -5.96208  0.082
104 H 1.48058 5.19918 -5.74912  0.084
105 H 2.50912 6.66816 -5.78819  0.089
106 H 1.92903 6.07517 -2.18997  0.147
107 H 0.71891 7.98210 -3.16958  0.084
108 H -0.30100 6.52468 -3.13070  0.088
109 H 0.47687 7.02584 -4.65225  0.076
110 C 3.66244 0.03036 8.79830  -0.007
111 C 3.56889 0.08177 7.29769  -0.529
112 O 2.74068 -0.57268 6.67422  -0.001
113 N 4.43952 0.88558 6.62802  0.011
114 C 5.48073 1.72901 7.17163  -0.077
115 H 2.90416 -0.65251 9.18513  0.086
116 H 4.64546 -0.33793 9.10095  0.086
117 H 3.48153 1.02176 9.21991  0.086
118 H 4.31323 0.86527 5.62472  0.142
119 H 5.28081 2.75830 6.86548  0.084
120 H 6.43516 1.40946 6.74734  0.085
121 H 5.53052 1.67650 8.25788  0.075